(1)
Density functional theory data (ωB97M-V/def2-TZVPD) for a molecular structure, C16H33BClFGaN2O3S in a non-equilibrium geometry.

Each line ends with the Mulliken charge.
Geometry (Å):
C: -3.323 -1.420 5.287  -0.7899
B: -1.728 -1.664 5.595  0.6748
O: -1.247 -1.243 6.959  -0.5743
Ga: -0.326 -2.524 4.338  -0.6333
C: 0.559 -4.078 5.458  -0.8740
C: 1.262 -1.263 3.831  -0.5899
C: 0.806 0.253 3.406  -0.6274
C: -0.267 0.333 2.166  -0.0845
C: -1.644 1.056 2.689  -0.2328
S: -2.839 1.532 1.301  0.9393
O: -3.200 0.349 0.357  -0.5126
O: -2.201 2.754 0.579  -0.4822
Cl: -4.609 2.235 2.235  -0.2509
C: -1.095 -3.430 2.646  0.3476
C: -2.392 -2.681 1.981  -0.5280
F: -1.448 -4.843 3.051  -0.4287
H: -3.611 -1.332 4.158  0.1640
H: -4.025 -2.253 5.754  0.2499
H: -3.603 -0.375 5.790  0.1664
H: -0.889 -2.125 7.333  0.2763
H: 1.115 -3.623 6.410  0.1628
H: 1.310 -4.599 4.707  0.2280
H: -0.314 -4.807 5.740  0.1877
H: 1.951 -1.220 4.803  0.2331
H: 1.920 -1.819 3.010  0.2436
H: 0.437 0.920 4.324  0.2981
H: 1.794 0.802 3.021  0.2534
H: 0.204 1.014 1.307  0.3070
H: -0.408 -0.730 1.699  0.1528
H: -1.362 1.979 3.393  0.4925
H: -2.227 0.304 3.374  -0.3248
H: -0.222 -3.545 1.859  0.1864
H: -2.528 -1.558 2.281  -0.1420
H: -2.208 -2.678 0.801  0.2020
H: -3.395 -3.300 2.138  0.2997
C: -1.508 3.743 -2.103  -1.0248
C: -0.894 4.676 -3.142  -0.4709
C: -0.784 4.033 -4.526  -0.3719
C: 0.104 2.802 -4.452  0.2440
N: 0.840 1.780 -4.390  -0.5069
H: -0.892 2.852 -1.945  0.3256
H: -1.593 4.253 -1.138  0.3205
H: -2.510 3.420 -2.408  0.2803
H: 0.099 4.987 -2.796  0.2855
H: -1.508 5.580 -3.215  0.3224
H: -0.352 4.745 -5.237  0.2892
H: -1.773 3.743 -4.896  0.2837
C: 3.110 0.337 -6.330  -1.0228
C: 4.625 0.173 -6.398  -0.4532
C: 5.102 -0.407 -7.731  -0.3795
C: 4.494 -1.785 -7.938  0.2440
N: 3.989 -2.927 -8.110  -0.4671
H: 2.595 -0.626 -6.411  0.3476
H: 2.818 0.780 -5.373  0.3076
H: 2.749 0.990 -7.133  0.2859
H: 4.949 -0.474 -5.573  0.2943
H: 5.095 1.151 -6.244  0.3170
H: 6.194 -0.492 -7.734  0.2871
H: 4.809 0.245 -8.561  0.2728

For the HOMO-LUMO gap, the calculation gives 0.212 Ha. Its electronic energy is -105372.15068 eV. The total charge is -1. As for the highest occupied orbital energy: -4.4 eV. Its LUMO energy is 1.3 eV. Its spin multiplicity is 1.



(2)
Density functional theory data (ωB97M-V/def2-TZVPD) for a molecular structure, C27H56HgN3O3 in a non-equilibrium geometry.

Each line ends with the Mulliken charge.
Geometry (Å):
Hg: -0.165 0.406 -0.324  1.5235
C: -3.687 1.922 2.378  -1.9729
C: -2.327 1.265 2.391  1.7455
C: -2.109 0.842 3.888  -1.1325
C: -3.009 -0.346 4.252  -0.9298
C: -2.700 -1.567 3.319  -0.8797
C: -3.051 -1.228 1.791  1.4875
N: -2.327 0.104 1.466  1.1999
O: -2.420 0.351 0.133  -1.0498
C: -4.626 -1.125 1.737  -1.9970
C: -2.461 -2.366 0.900  -1.5012
C: -1.166 2.196 2.080  -2.1369
H: -3.942 2.381 1.423  0.3202
H: -3.620 2.835 2.971  0.5235
H: -4.505 1.259 2.660  0.2452
H: -2.393 1.641 4.573  0.5240
H: -1.116 0.534 4.214  0.3122
H: -4.037 0.015 4.256  0.3200
H: -2.824 -0.684 5.271  0.4305
H: -3.244 -2.431 3.701  0.5955
H: -1.672 -1.924 3.381  0.0200
H: -4.985 -0.449 0.960  0.3541
H: -5.227 -0.859 2.606  0.3251
H: -5.012 -2.112 1.480  0.5329
H: -1.389 -2.233 0.751  -0.2256
H: -2.969 -2.232 -0.055  0.5209
H: -2.593 -3.367 1.310  0.4002
H: -0.755 2.914 2.790  0.3518
H: -1.321 2.904 1.265  0.2586
H: -0.263 1.613 1.898  0.4579
C: 2.787 -3.167 -1.249  -1.6706
C: 1.372 -2.788 -0.864  1.3875
C: 0.754 -3.971 -0.083  -1.3927
C: 1.092 -4.225 1.426  -1.0995
C: 1.032 -2.876 2.219  -0.7076
C: 1.767 -1.725 1.402  1.8741
N: 1.375 -1.567 -0.038  0.7981
O: 1.960 -0.528 -0.622  0.3756
C: 1.282 -0.479 2.173  -2.0232
C: 3.329 -1.851 1.677  -1.8318
C: 0.490 -2.558 -2.131  -1.8359
H: 3.260 -2.296 -1.702  0.2982
H: 2.746 -3.948 -2.008  0.4662
H: 3.510 -3.431 -0.477  0.2972
H: -0.326 -4.005 -0.230  0.5134
H: 1.014 -4.920 -0.553  0.5093
H: 2.101 -4.636 1.416  0.3684
H: 0.499 -5.019 1.880  0.4845
H: 1.375 -2.995 3.246  0.5635
H: -0.033 -2.695 2.369  -0.5591
H: 1.423 -0.498 3.253  0.6689
H: 1.763 0.399 1.741  0.5464
H: 0.197 -0.500 2.073  -0.3074
H: 3.612 -1.145 2.459  0.4730
H: 3.687 -2.820 2.025  0.3935
H: 4.012 -1.630 0.856  0.3054
H: 0.972 -1.829 -2.782  0.2846
H: -0.520 -2.260 -1.848  0.1785
H: 0.394 -3.399 -2.818  0.4697
H: 2.875 -0.812 -0.569  0.1477
C: -0.373 3.135 -4.152  -1.8363
C: 0.048 1.909 -3.268  1.7124
C: 1.080 1.133 -4.128  -0.6489
C: 2.525 1.743 -4.129  -0.8848
C: 2.902 2.088 -2.694  -1.1617
C: 1.851 2.858 -1.807  0.8901
N: 0.582 2.181 -1.925  1.5033
O: -0.430 2.726 -1.134  -0.4720
C: 2.307 2.894 -0.277  -2.0253
C: 1.760 4.324 -2.174  -1.5641
C: -1.150 1.000 -3.054  -2.1222
H: 0.406 3.826 -4.473  0.2865
H: -0.973 3.739 -3.473  0.4333
H: -0.779 2.794 -5.104  0.4193
H: 1.069 0.125 -3.713  -0.4111
H: 0.781 0.994 -5.167  0.4834
H: 2.585 2.719 -4.610  0.4043
H: 3.271 1.033 -4.487  0.4731
H: 3.796 2.705 -2.783  0.5290
H: 3.175 1.116 -2.284  -0.1042
H: 3.397 2.909 -0.274  0.5114
H: 1.914 3.719 0.318  0.3559
H: 2.050 2.002 0.293  0.3546
H: 0.842 4.804 -1.834  0.2904
H: 2.505 4.958 -1.693  0.5051
H: 1.842 4.449 -3.254  0.3450
H: -2.016 1.637 -2.876  0.4828
H: -1.136 0.195 -2.319  0.0477
H: -1.420 0.525 -3.997  0.3595
H: -0.300 3.672 -1.234  0.2438

For the HOMO-LUMO gap (spin up / spin down), the calculation gives 0.204 / 0.211 Ha. Its electronic energy is -43685.78571 eV. The total charge is 0. As for the highest occupied orbital energy (spin up / spin down): -5.1 / -5.3 eV. Its LUMO energy (spin up / spin down) is 0.5 / 0.4 eV. Its spin multiplicity is 2.



(3)
Density functional theory data (ωB97M-V/def2-TZVPD) for a molecular structure, C14H13AsF3O4Rh in a non-equilibrium geometry.

Each line ends with the Mulliken charge.
Geometry (Å):
Rh: -4.397 1.887 -16.520  -0.1462
O: -3.269 4.096 -19.875  -0.3774
C: -3.602 4.080 -18.754  0.8944
O: -3.838 4.043 -17.623  -0.4492
C: -5.836 1.947 -18.672  0.3956
O: -6.277 2.451 -19.668  -0.5064
O: -6.250 1.893 -17.508  -0.6565
C: -3.446 0.690 -20.385  -1.2393
As: -3.558 0.302 -18.469  0.7819
C: -5.011 -0.928 -18.565  -1.0946
C: -2.065 -1.001 -18.165  -1.0854
H: -3.083 -0.214 -20.796  0.4416
H: -2.769 1.497 -20.740  0.3240
H: -4.410 0.953 -20.688  0.4156
H: -4.720 -1.825 -19.169  0.3995
H: -5.919 -0.499 -18.961  0.4631
H: -5.217 -1.279 -17.521  0.3242
H: -1.753 -0.812 -17.066  0.2714
H: -1.244 -0.810 -18.863  0.3688
H: -2.317 -2.027 -18.400  0.3688
F: -5.010 1.170 -7.188  -0.2540
C: -5.309 2.334 -7.730  0.7872
F: -4.628 3.285 -7.043  -0.2643
F: -6.592 2.608 -7.419  -0.2842
C: -5.074 2.308 -9.255  0.1731
C: -6.026 2.854 -10.104  -0.3820
C: -5.875 2.844 -11.499  -0.8115
C: -4.871 2.070 -12.000  0.1753
C: -3.963 1.391 -11.155  -0.4927
C: -4.049 1.516 -9.788  -0.5781
C: -4.690 1.886 -13.368  0.1538
C: -4.507 1.847 -14.554  0.2711
H: -6.830 3.352 -9.550  0.4020
H: -6.638 3.214 -12.154  0.4377
H: -3.165 0.769 -11.491  0.4068
H: -3.447 0.934 -9.076  0.3660

For the HOMO-LUMO gap (spin up / spin down), the calculation gives 0.273 / 0.252 Ha. Its electronic energy is -94913.06981 eV. The total charge is 0. As for the highest occupied orbital energy (spin up / spin down): -7.3 / -8.7 eV. Its LUMO energy (spin up / spin down) is 0.1 / -1.9 eV. Its spin multiplicity is 5.



(4)
Density functional theory data (ωB97M-V/def2-TZVPD) for a molecular structure, C45H36N5O6P2TeV in a non-equilibrium geometry.

Each line ends with the Mulliken charge.
Geometry (Å):
V: -0.105 1.561 0.344  0.4551
Te: 2.085 -0.619 2.757  0.3026
C: 2.004 -2.409 3.866  0.5059
C: 2.377 -3.633 3.330  -0.0916
C: 2.367 -4.754 4.143  -0.5242
N: 2.023 -4.733 5.434  -0.6481
C: 1.685 -3.547 5.941  -0.4469
C: 1.662 -2.367 5.208  -0.4522
C: 0.959 -1.199 0.984  -1.9608
P: 1.664 -0.148 -0.377  1.1690
C: 1.227 -1.016 -1.953  1.0945
C: 1.004 -0.298 -3.122  -0.3257
C: 0.766 -0.959 -4.322  -0.5292
C: 0.747 -2.348 -4.361  -0.7099
C: 0.967 -3.071 -3.194  -0.4752
C: 1.211 -2.404 -2.001  -0.8639
C: 3.443 -0.632 -0.354  1.1088
C: 4.384 0.193 -0.957  -0.3547
C: 5.716 -0.203 -1.042  -0.8403
C: 6.112 -1.430 -0.537  -0.6453
C: 5.168 -2.265 0.055  -0.8460
C: 3.846 -1.867 0.147  -0.0533
P: -0.714 -0.644 1.505  1.0935
C: -1.058 -1.722 2.945  0.9651
C: -1.629 -1.196 4.097  -0.3391
C: -2.009 -2.031 5.141  -0.8078
C: -1.823 -3.401 5.028  -0.5671
C: -1.258 -3.929 3.871  -0.8455
C: -0.878 -3.096 2.830  -0.1505
C: -2.057 -1.345 0.434  0.7361
C: -3.363 -0.951 0.725  -0.7345
C: -4.442 -1.494 0.039  -0.8848
C: -4.226 -2.445 -0.952  -0.6072
C: -2.930 -2.851 -1.240  -0.8635
C: -1.855 -2.304 -0.550  0.2372
H: 2.670 -3.723 2.291  0.3591
H: 2.650 -5.720 3.738  0.3754
H: 1.407 -3.539 6.989  0.3936
H: 1.368 -1.439 5.682  0.3438
H: 1.018 0.786 -3.099  0.1663
H: 0.593 -0.386 -5.226  0.4779
H: 0.570 -2.864 -5.297  0.3838
H: 0.949 -4.154 -3.212  0.4526
H: 1.381 -2.964 -1.086  0.2697
H: 4.078 1.147 -1.370  0.4393
H: 6.439 0.455 -1.509  0.4561
H: 7.148 -1.739 -0.604  0.3826
H: 5.465 -3.230 0.448  0.4433
H: 3.110 -2.516 0.604  -0.1609
H: -1.772 -0.125 4.185  0.4545
H: -2.447 -1.612 6.039  0.4205
H: -2.109 -4.057 5.840  0.4188
H: -1.111 -4.999 3.782  0.4423
H: -0.430 -3.502 1.930  0.3838
H: -3.539 -0.218 1.508  0.5229
H: -5.451 -1.181 0.280  0.4698
H: -5.064 -2.866 -1.494  0.4148
H: -2.752 -3.594 -2.007  0.4538
H: -0.848 -2.618 -0.786  0.1559
O: -1.624 2.511 0.876  -0.7116
C: -2.753 2.573 0.365  -0.7946
C: -3.134 1.931 -0.844  1.2533
C: -4.455 2.095 -1.302  -0.5036
C: -4.848 1.416 -2.410  -0.8077
C: -3.974 0.572 -3.108  -0.5961
C: -2.684 0.413 -2.683  -0.8699
C: -2.230 1.090 -1.539  -0.0648
O: -1.001 0.912 -1.131  0.3815
N: -6.247 1.548 -2.881  1.0524
O: -6.576 0.875 -3.835  -0.6324
O: -6.972 2.310 -2.278  -0.6307
H: -3.511 3.145 0.907  0.3684
H: -5.153 2.738 -0.783  0.5813
H: -4.343 0.045 -3.977  0.5416
H: -1.994 -0.247 -3.194  0.4208
N: 2.328 2.477 1.958  -0.5114
N: 0.897 2.490 2.068  -0.2473
H: 2.733 3.263 2.453  0.3081
H: 2.559 2.552 0.973  0.1084
H: 0.534 3.443 2.028  0.4722
H: 0.646 2.073 2.962  0.3833
O: -0.700 4.922 0.276  -0.6878
C: 0.038 4.515 -0.595  -0.0859
N: 0.675 3.251 -0.636  1.0490
C: 1.635 3.319 -1.671  -0.4724
O: 2.474 2.497 -1.949  -0.5571
C: 1.475 4.624 -2.393  0.3149
C: 2.120 5.109 -3.511  -0.2547
C: 1.704 6.348 -3.990  -0.6120
C: 0.688 7.064 -3.352  -0.4880
C: 0.068 6.566 -2.211  -0.5835
C: 0.488 5.332 -1.760  0.0168
H: 2.912 4.547 -3.988  0.5189
H: 2.170 6.763 -4.875  0.4066
H: 0.377 8.019 -3.756  0.4066
H: -0.715 7.116 -1.703  0.5074

For the HOMO-LUMO gap (spin up / spin down), the calculation gives 0.212 / 0.199 Ha. Its electronic energy is -118541.10457 eV. The total charge is 0. As for the highest occupied orbital energy (spin up / spin down): -6.7 / -6.8 eV. Its LUMO energy (spin up / spin down) is -1.0 / -1.3 eV. Its spin multiplicity is 3.



(5)
Density functional theory data (ωB97M-V/def2-TZVPD) for CClF3 in the gas phase in a non-equilibrium geometry.

Each line ends with the Mulliken charge.
Geometry (Å):
C: -0.029 -0.056 0.028  0.6437
F: -1.265 -0.566 0.151  -0.1776
F: 0.358 0.224 1.234  -0.1829
F: 0.844 -0.989 -0.441  -0.1935
Cl: 0.092 1.386 -0.971  -0.0897

For the HOMO-LUMO gap, the calculation gives 0.489 Ha. Its electronic energy is -21712.03829 eV. The total charge is 0. As for the highest occupied orbital energy: -12.5 eV. Its structure (SMILES) is FC(F)(F)Cl. Its LUMO energy is 0.8 eV. Its spin multiplicity is 1.